[1]
Molecular formula: C20H41F4N8O7P2S2Tl
Method: DFT, the ωB97M-V functional and the def2-TZVPD basis

Structure (XYZ):
```
85
Properties=species:S:1:pos:R:3:lowdin_charge:R:1
Tl 1.6156 1.1773 0.2548 0.940
C 5.1892 0.3629 0.7595 -0.100
N 4.3033 0.2849 -0.3774 -0.330
C 4.6654 1.2444 -1.3945 -0.119
C 4.1585 -1.0467 -0.9235 -0.222
C 3.7147 -2.1193 0.0906 -0.248
N 2.9174 -1.5612 1.1401 -0.002
C 2.1475 -2.2845 1.8888 -0.232
C 1.5131 -1.6335 3.0078 -0.179
F 1.8501 -0.3351 3.2309 0.032
C 0.6342 -2.2480 3.8498 -0.244
F 0.0673 -1.5627 4.8918 0.032
C 0.2942 -3.5948 3.7190 -0.025
C 0.9240 -4.2814 2.6944 -0.250
F 0.6461 -5.6220 2.5651 0.021
C 1.8133 -3.6904 1.8352 -0.130
F 2.4003 -4.5198 0.8992 0.008
H 6.2333 0.0944 0.4958 0.080
H 4.8106 -0.3048 1.5279 0.070
H 5.1656 1.3832 1.1373 0.082
H 5.6948 1.0927 -1.7809 0.079
H 4.5732 2.2411 -0.9653 0.062
H 3.9694 1.1711 -2.2284 0.076
H 5.1067 -1.3999 -1.3921 0.111
H 3.3967 -0.9742 -1.7027 0.089
H 4.6131 -2.5943 0.5290 0.107
H 3.1929 -2.9012 -0.4822 0.102
H -0.3930 -4.0770 4.3886 0.100
C -2.9229 4.2042 0.7067 -0.133
N -3.5301 2.8888 0.5665 -0.300
C -4.4440 2.8204 -0.5494 -0.137
P -2.2889 1.7382 0.6995 0.503
O -1.1596 1.8479 -0.2067 -0.315
O -3.1861 0.3624 0.3520 -0.298
P -2.2987 -0.9806 0.1212 0.490
O -1.0442 -1.0397 0.8578 -0.240
N -2.3168 -1.1551 -1.5578 -0.278
C -2.3189 0.0180 -2.4130 -0.106
C -1.2906 -2.1051 -1.9540 -0.112
N -3.3413 -2.2115 0.5769 -0.305
C -4.7225 -2.1670 0.1855 -0.130
C -3.0522 -2.9352 1.7878 -0.113
N -2.0892 1.7141 2.3362 -0.285
C -3.2024 1.1999 3.0958 -0.115
C -0.7821 1.4623 2.9165 -0.117
H -3.6513 4.8948 1.1392 0.079
H -2.5781 4.5940 -0.2540 0.087
H -2.0431 4.1342 1.3473 0.026
H -5.2872 3.4952 -0.3597 0.078
H -4.8225 1.8040 -0.6403 0.065
H -3.9757 3.1158 -1.4982 0.084
H -3.0891 0.7071 -2.0761 0.058
H -2.5553 -0.3094 -3.4317 0.085
H -1.3611 0.5430 -2.4153 0.067
H -1.3057 -2.9300 -1.2451 0.078
H -0.2970 -1.6485 -1.9506 0.075
H -1.5297 -2.4813 -2.9529 0.081
H -4.7946 -1.5852 -0.7288 0.068
H -5.3547 -1.7029 0.9539 0.079
H -5.0910 -3.1818 -0.0002 0.078
H -1.9982 -2.7947 2.0141 0.061
H -3.2503 -4.0022 1.6429 0.082
H -3.6468 -2.5802 2.6382 0.077
H -4.1225 1.4717 2.5795 0.069
H -3.1951 1.6504 4.0918 0.083
H -3.1578 0.1086 3.2072 0.081
H -0.0633 2.1391 2.4491 -0.018
H -0.4714 0.4257 2.7862 0.055
H -0.8351 1.6947 3.9810 0.091
C 1.9403 -1.0704 -4.8382 -0.104
N 1.4682 0.2868 -4.7427 -0.009
C 1.2188 0.8472 -3.4886 -0.635
N 0.8376 2.1351 -3.4959 0.172
O 1.2418 0.1355 -2.4973 -0.064
H 1.3832 -1.6130 -5.6074 0.067
H 1.7670 -1.5262 -3.8634 0.075
H 3.0084 -1.1316 -5.0725 0.075
H 1.7126 0.9104 -5.4958 0.113
H 1.0205 2.6974 -4.3124 0.094
H 0.9937 2.6296 -2.5784 0.042
O 1.6556 3.2943 -1.3459 -0.560
S 2.2123 4.0329 -0.1575 -0.060
O 2.7131 5.3418 -0.6009 -0.461
O 3.2985 3.2317 0.4571 -0.545
S 0.7771 4.2719 1.1817 0.208
```

Total charge   -2
Frontier orbital gap   5.28 eV

---

[2]
Molecular formula: C20H41N2OP3Ru
Method: DFT, the ωB97M-V functional and the def2-TZVPD basis

Structure (XYZ):
```
68
Properties=species:S:1:pos:R:3:lowdin_spin:R:1
Ru 0.1692 0.1040 1.1047 2.065
P 0.5177 -1.9130 0.0622 0.126
P 2.4076 0.0518 1.9121 0.023
P -2.0060 0.5027 0.4759 0.062
H 1.7332 2.2340 0.2266 0.012
C 0.6656 2.1015 0.4215 0.060
C 0.1893 2.2003 1.7783 0.147
H 0.9060 2.4108 2.5736 0.006
C 1.2769 -1.4204 -1.5265 0.049
C 1.6606 -3.2176 0.6701 0.000
C -0.9768 -2.8797 -0.3707 0.051
C 3.0923 1.5039 2.8157 -0.001
C 2.7670 -1.2451 3.1632 0.010
C 3.6751 -0.1365 0.5939 0.011
C -2.7972 2.1315 0.7955 0.001
C -3.2933 -0.6615 1.0390 0.020
C -2.1439 0.4781 -1.3372 0.036
H 0.0109 2.4499 -0.3796 0.014
H -0.7948 2.6398 1.9507 0.011
H 1.3238 -2.2954 -2.1879 0.009
H 2.2851 -1.0229 -1.3756 0.000
H 0.6695 -0.6231 -1.9673 0.005
H 1.6452 -4.0569 -0.0390 0.001
H 1.3403 -3.5973 1.6486 0.000
H 2.6897 -2.8501 0.7494 0.000
H -0.6713 -3.7983 -0.8906 0.009
H -1.6434 -2.3079 -1.0252 0.000
H -1.5259 -3.1671 0.5359 0.000
H 4.1704 1.3761 2.9792 0.000
H 2.5946 1.5769 3.7884 0.000
H 2.9315 2.4310 2.2584 0.000
H 3.8509 -1.3009 3.3312 0.001
H 2.3996 -2.2228 2.8437 0.000
H 2.2706 -0.9654 4.0998 0.000
H 4.6514 0.1475 1.0092 0.002
H 3.4340 0.5405 -0.2353 0.000
H 3.7297 -1.1644 0.2201 0.000
H -3.7557 2.1956 0.2656 -0.001
H -2.1601 2.9537 0.4539 0.001
H -2.9758 2.2398 1.8697 0.000
H -4.2463 -0.4006 0.5605 0.003
H -3.4012 -0.5772 2.1259 0.000
H -3.0247 -1.6897 0.7793 0.000
H -3.0798 0.9613 -1.6405 0.005
H -2.1209 -0.5404 -1.7359 0.000
H -1.2985 1.0360 -1.7549 0.001
C -0.6904 0.6828 -4.6605 0.227
C -0.0246 0.4753 -5.8857 0.081
C -0.0285 1.5183 -6.8279 0.063
C -0.6606 2.7430 -6.5543 0.306
C -1.3514 2.9038 -5.3504 0.072
C -1.4146 1.8554 -4.4252 0.091
O -0.6589 -0.2616 -3.6595 0.146
H 0.1702 -0.7720 -3.6932 0.002
H 0.4594 -0.4841 -6.0713 0.001
H 0.4762 1.3696 -7.7801 0.000
H -0.6208 3.5664 -7.2795 0.010
H -1.8605 3.8396 -5.1138 0.000
H -2.0081 1.9195 -3.5152 0.001
N -0.7471 -1.8528 3.3594 0.015
C -1.1755 -1.9659 4.6309 0.057
C -1.2639 -0.6815 5.1254 0.024
C -0.8648 0.1809 4.0990 0.025
N -0.5467 -0.5631 3.0118 0.133
H -0.5733 -2.6117 2.7006 0.001
H -1.3837 -2.9361 5.0483 0.003
H -1.5821 -0.3950 6.1102 0.001
H -0.7921 1.2569 4.0954 0.001
```

Multiplicity   5
Total charge   +4
Frontier orbital gap (alpha / beta)   9.40 / 5.43 eV

---

[3]
Molecular formula: C20H41N2P3PbS
Method: DFT, the ωB97M-V functional and the def2-TZVPD basis

Structure (XYZ):
```
68
Properties=species:S:1:pos:R:3:lowdin_charge:R:1
Pb -0.4641 0.3453 -0.2745 0.817
P -0.4078 0.5534 2.6271 0.792
P 2.6013 -0.2605 0.1775 0.722
P -0.4639 -2.7602 -0.0589 0.702
H -6.9674 1.2849 -6.4914 0.133
C -7.3596 0.4759 -5.8705 0.194
C -8.1005 0.7358 -4.7817 0.211
H -8.3255 1.7642 -4.4880 0.132
C -0.6515 2.3162 3.0436 -0.231
C 0.9354 0.0451 3.7579 -0.200
C -1.8816 -0.2324 3.3704 -0.223
C 3.3722 -0.5378 -1.4684 -0.259
C 3.6479 1.1331 0.7483 -0.265
C 3.3750 -1.6368 1.1164 -0.251
C -2.1330 -3.4195 -0.4342 -0.283
C 0.0038 -3.8085 1.3685 -0.250
C 0.5018 -3.5437 -1.4068 -0.255
H -7.1776 -0.5435 -6.2154 0.133
H -8.5514 -0.0612 -4.1884 0.134
H -1.2880 2.7847 2.2825 0.052
H 0.3132 2.8367 3.0432 0.061
H -1.1268 2.4237 4.0257 0.085
H 1.8811 0.5000 3.4376 0.046
H 1.0486 -1.0456 3.7283 0.060
H 0.7185 0.3514 4.7895 0.097
H -2.7898 0.1765 2.9110 0.054
H -1.9050 -0.0648 4.4549 0.089
H -1.8479 -1.3109 3.1690 0.052
H 4.4587 -0.6802 -1.3734 0.078
H 3.1725 0.3387 -2.0994 0.053
H 2.9205 -1.4235 -1.9341 0.036
H 4.6948 0.8179 0.8631 0.075
H 3.2714 1.4965 1.7124 0.029
H 3.5887 1.9540 0.0230 0.049
H 4.4707 -1.5417 1.1123 0.077
H 3.0880 -2.5964 0.6667 0.039
H 3.0144 -1.6123 2.1533 0.034
H -2.1203 -4.5184 -0.4651 0.076
H -2.4850 -3.0243 -1.3949 0.030
H -2.8372 -3.0776 0.3344 0.036
H 0.0767 -4.8674 1.0777 0.078
H -0.7473 -3.6971 2.1633 0.051
H 0.9738 -3.4659 1.7545 0.030
H 0.1436 -4.5644 -1.6001 0.076
H 1.5636 -3.5692 -1.1296 0.044
H 0.3933 -2.9404 -2.3161 0.033
C -3.5185 0.1405 -2.0287 -0.679
C -2.6999 -0.4060 -3.0437 -0.108
C -3.0248 -0.2460 -4.3841 -0.008
C -4.1901 0.4378 -4.7347 -0.004
C -5.0027 0.9944 -3.7415 -0.045
C -4.6786 0.8632 -2.3985 -0.058
S -3.2455 -0.0979 -0.3683 0.788
H -0.0316 -0.4351 -1.9871 0.037
H -1.8029 -0.9529 -2.7588 0.045
H -2.3723 -0.6659 -5.1564 0.144
H -4.4919 0.5204 -5.7788 0.126
H -5.9344 1.4787 -4.0178 0.089
H -5.3101 1.2616 -1.6073 0.125
N -0.5463 3.2377 -1.6586 -0.020
C -0.3011 4.5562 -1.7868 -0.009
C 0.6158 4.8834 -0.7879 0.009
C 0.8743 3.6937 -0.0909 -0.099
N 0.1412 2.6852 -0.6203 -0.146
H -1.1658 2.6522 -2.2189 0.150
H -0.7739 5.1471 -2.5533 0.146
H 1.0358 5.8486 -0.5826 0.127
H 1.5328 3.5344 0.7514 0.116
```

Total charge   +4
Frontier orbital gap (alpha / beta)   4.57 / 3.52 eV

---

[4]
Molecular formula: C20H41N4O3PPd
Method: DFT, the ωB97M-V functional and the def2-TZVPD basis

Structure (XYZ):
```
70
Properties=species:S:1:pos:R:3:lowdin_spin:R:1
Pd 0.3340 0.0819 0.1875 1.383
C 0.1889 -2.2385 5.2072 0.000
N 0.8381 -1.2145 4.3839 0.001
C 2.0739 -0.6286 4.9024 0.000
C 0.3580 -0.8365 3.2136 0.003
O 0.9260 -0.0026 2.4767 0.023
C -0.9548 -1.4525 2.7321 0.003
O -1.4768 -0.6890 1.6622 0.036
C -2.3189 0.3770 2.0737 0.003
C -2.1033 1.5956 1.1874 0.010
O -1.1855 1.6099 0.3363 0.098
N -2.9043 2.6331 1.3541 0.003
C -2.7086 3.8581 0.5780 0.001
C -3.9660 2.6998 2.3562 0.001
H 0.9330 -2.6453 5.8862 0.000
H -0.1824 -3.0609 4.5997 0.000
H -0.6246 -1.8177 5.7993 0.000
H 2.9268 -1.2672 4.6706 0.000
H 1.9844 -0.5316 5.9819 0.000
H 2.2244 0.3551 4.4705 0.000
H -1.6810 -1.5353 3.5425 0.000
H -0.7653 -2.4593 2.3526 0.000
H -2.1111 0.6602 3.1102 0.000
H -3.3575 0.0452 2.0117 0.000
H -1.8026 3.7817 -0.0112 0.000
H -2.6307 4.7012 1.2633 0.000
H -3.5640 4.0128 -0.0788 0.000
H -4.3201 1.7151 2.6434 0.000
H -4.8062 3.2433 1.9288 0.000
H -3.6221 3.2337 3.2430 0.000
N 2.8173 1.5354 1.1318 0.009
C 3.8286 2.3930 0.9396 0.001
C 3.6930 2.9081 -0.3304 0.003
C 2.5502 2.2926 -0.8442 0.005
N 2.0236 1.4566 0.0475 0.101
H 2.5709 0.9967 1.9514 0.001
H 4.5583 2.5824 1.7082 0.001
H 4.3269 3.6268 -0.8168 0.001
H 2.0911 2.4280 -1.8075 0.000
C -2.1663 -2.0763 -1.2995 0.009
C -1.4572 -1.5056 -2.5287 0.026
C -1.3305 -2.5754 -3.6183 0.010
P 0.1509 -0.7543 -2.0521 0.149
C 1.4375 -2.0805 -2.0229 0.028
C 2.1474 -2.3442 -3.3520 0.009
C 2.4671 -1.7930 -0.9256 0.034
C 0.5481 0.5633 -3.2654 0.012
C 0.3292 0.1833 -4.7340 0.006
C -0.2784 1.8124 -2.9373 0.002
H -3.0991 -2.5536 -1.6008 0.000
H -2.3982 -1.3003 -0.5712 0.002
H -1.5566 -2.8400 -0.8082 0.001
H -2.0477 -0.6682 -2.9134 0.000
H -0.7875 -3.4476 -3.2531 0.000
H -0.8402 -2.2128 -4.5191 0.000
H -2.3291 -2.9106 -3.8994 0.002
H 0.8767 -2.9759 -1.7343 0.000
H 2.6947 -1.4634 -3.6890 0.000
H 1.4628 -2.6531 -4.1394 0.000
H 2.8746 -3.1451 -3.2151 0.003
H 3.0214 -0.8738 -1.1199 0.000
H 3.1848 -2.6116 -0.8619 0.003
H 2.0086 -1.7135 0.0740 0.014
H 1.6116 0.7634 -3.1001 0.000
H -0.7288 0.0179 -4.9393 0.000
H 0.8867 -0.6971 -5.0403 0.000
H 0.6508 1.0139 -5.3628 0.001
H -1.3432 1.6154 -3.0765 0.000
H -0.0107 2.6167 -3.6233 0.000
H -0.1410 2.1659 -1.9153 0.000
```

Multiplicity   3
Total charge   +2
Frontier orbital gap (alpha / beta)   9.52 / 7.97 eV

---

Which formula does entry 2 have?
C20H41N2OP3Ru